No. 1
Below is a cluster of 2 separate species, C8H22NO3Si in total, with properties calculated with the ωB97M-V functional and the def2-TZVPD basis.

Results
* Kohn-Sham gap (alpha / beta): 8.072 / 5.676 eV
* spin multiplicity: 3
* ⟨S²⟩: 2.008
* net charge: +1
* E: -24152.4758 eV
* LUMO level (alpha / beta): -2.35 / -7.39 eV

Each line ends with the natural charge from an NBO analysis.
Geometry (Å):
C: 0.45 -2.04 1.19  -0.711
C: 2.23 -0.19 -1.50  -0.451
C: 3.30 -0.57 0.61  -0.475
C: 2.27 1.56 0.31  -0.500
C: -3.40 -0.15 1.59  -0.274
C: -1.50 2.59 -0.70  -0.258
C: -2.51 -1.20 -2.07  -0.223
C: 0.43 -0.59 0.86  -0.627
N: 2.23 0.15 -0.03  0.035
O: -2.14 -0.58 0.98  -0.921
O: -0.66 1.68 -0.06  -0.919
O: -1.43 -0.39 -1.60  -0.927
Si: -1.14 0.13 -0.03  2.314
H: -0.24 -2.71 0.70  0.229
H: 1.42 -2.54 1.15  0.215
H: 0.30 -2.28 2.24  0.238
H: 3.12 -0.79 -1.75  0.246
H: 1.39 -0.87 -1.60  0.272
H: 2.08 0.77 -2.09  0.253
H: 3.24 -1.64 0.33  0.245
H: 4.30 -0.38 0.35  0.266
H: 3.26 -0.44 1.68  0.243
H: 2.28 1.70 1.33  0.233
H: 3.16 2.17 -0.08  0.274
H: 1.41 2.25 -0.02  0.296
H: -4.09 0.43 0.92  0.202
H: -3.25 0.46 2.55  0.193
H: -3.64 -1.08 2.11  0.221
H: -2.52 2.18 -0.61  0.163
H: -1.27 2.62 -1.82  0.195
H: -1.47 3.67 -0.19  0.207
H: -3.57 -0.72 -1.82  0.169
H: -2.44 -2.11 -1.53  0.185
H: -2.36 -1.23 -3.11  0.199
H: 0.74 0.12 1.70  0.194



No. 2
Below is a structure of composition C3H5Br2NO2, with properties calculated with the ωB97M-V functional and the def2-TZVPD basis.

Results
* Kohn-Sham gap (alpha / beta): 10.289 / 5.867 eV
* net charge: 0
* E: -148856.2671 eV
* LUMO level (alpha / beta): -0.26 / -2.04 eV

Each line ends with the natural charge from an NBO analysis.
Geometry (Å):
C: 0.28 0.78 1.18  -0.596
C: 0.13 -0.72 1.47  -0.492
C: -0.23 -1.44 0.17  -0.240
N: -0.26 0.93 -2.53  0.514
O: 0.71 1.43 -3.03  -0.257
O: -1.26 0.50 -3.04  -0.258
Br: 1.24 -1.78 -0.96  0.082
Br: -1.88 -1.32 -0.54  0.171
H: -0.83 1.11 0.99  0.205
H: 0.92 0.82 0.37  0.203
H: 0.78 1.43 1.96  0.218
H: -0.69 -0.83 2.08  0.218
H: 1.09 -0.91 1.87  0.232



No. 3
Below is the molecule C3H5O2P, with properties calculated with the ωB97M-V functional and the def2-TZVPD basis.

Results
* Kohn-Sham gap: 9.782 eV
* structure (SMILES): O=C(P)[C@@H]1CO1
* net charge: 0
* E: -16572.4964 eV
* LUMO level: 0.35 eV

Each line ends with the natural charge from an NBO analysis.
Geometry (Å):
O: 0.87 -0.58 1.43  -0.534
C: -0.05 0.01 0.90  0.307
P: -1.48 0.60 1.93  0.242
C: 0.03 0.32 -0.66  -0.072
C: 1.42 -0.28 -1.40  -0.032
O: 1.20 1.02 -1.04  -0.478
H: -2.41 0.57 0.81  -0.017
H: -1.91 -0.70 2.37  0.015
H: -0.87 0.56 -1.24  0.199
H: 1.89 -0.85 -0.71  0.189
H: 1.31 -0.66 -2.39  0.182



No. 4
Below is a cluster of 10 separate species, H20O10 in total, with properties calculated with the ωB97M-V functional and the def2-TZVPD basis.

Results
* Kohn-Sham gap: 10.269 eV
* structure (SMILES): O.O.O.O.O.O.O.O.O.O
* net charge: 0
* E: -20796.9730 eV
* LUMO level: -0.39 eV

Each line ends with the natural charge from an NBO analysis.
Geometry (Å):
O: -3.66 -1.56 -0.28  -0.966
H: -3.29 -1.85 0.59  0.468
H: -3.09 -0.79 -0.65  0.476
O: 0.84 2.16 1.22  -0.921
H: 1.54 2.28 1.86  0.467
H: 0.47 1.45 1.57  0.472
O: -1.59 -1.47 -2.61  -0.963
H: -0.80 -1.60 -3.21  0.491
H: -1.47 -1.18 -1.80  0.466
O: 2.90 0.47 0.18  -0.974
H: 2.23 1.06 0.51  0.493
H: 2.75 0.26 -0.67  0.485
O: 2.79 -1.44 2.03  -0.956
H: 3.72 -1.47 2.37  0.489
H: 2.81 -0.91 1.35  0.462
O: -2.55 0.93 -0.72  -0.977
H: -3.50 0.91 -1.18  0.529
H: -2.73 1.36 0.11  0.492
O: 0.39 -0.37 2.27  -0.978
H: 0.98 -1.03 2.20  0.494
H: -0.23 -0.64 2.97  0.486
O: 0.01 -0.51 -0.73  -0.994
H: 0.15 -0.70 0.18  0.481
H: -0.81 0.22 -0.62  0.508
O: 2.21 -2.07 -0.94  -0.978
H: 2.71 -1.64 -0.12  0.463
H: 1.34 -1.60 -1.04  0.489
O: -1.21 3.15 -1.94  -0.927
H: -1.41 4.05 -1.49  0.465
H: -1.50 2.53 -1.40  0.458



No. 5
Below is a structure of composition C17H34BaN2OPS, with properties calculated with the ωB97M-V functional and the def2-TZVPD basis.

Results
* Kohn-Sham gap (alpha / beta): 6.049 / 2.462 eV
* net charge: -1
* E: -44022.0616 eV
* LUMO level (alpha / beta): 2.45 / 2.42 eV

Each line ends with the natural charge from an NBO analysis.
Geometry (Å):
Ba: 1.58 -0.58 -0.62  1.200
C: 4.41 -2.20 1.47  -0.755
C: 2.93 -1.79 1.42  -0.030
O: 2.26 -2.16 2.39  -0.689
H: 4.61 -2.97 2.23  0.192
H: 5.00 -1.30 1.70  0.209
H: 4.74 -2.55 0.48  0.192
C: 0.03 -0.93 -4.31  -0.472
N: -0.11 0.50 -4.07  -0.362
C: -1.32 1.12 -3.77  -0.081
C: -1.05 2.39 -3.43  -0.134
N: 0.33 2.53 -3.56  -0.577
C: 0.91 1.36 -3.90  0.239
S: 2.57 1.01 -3.85  -0.420
H: -0.59 -1.24 -5.15  0.188
H: -0.24 -1.49 -3.39  0.278
H: 1.07 -1.13 -4.55  0.232
H: -2.26 0.60 -3.85  0.227
H: -1.70 3.20 -3.15  0.224
H: 0.88 3.24 -3.11  0.398
C: -1.86 -4.18 -1.60  -0.603
C: -0.62 -3.46 -0.99  -0.168
C: 0.62 -4.24 -1.45  -0.606
C: -0.74 -3.59 0.54  -0.617
C: -0.57 -2.01 -1.49  -0.811
H: -1.90 -5.25 -1.33  0.186
H: -1.82 -4.10 -2.69  0.198
H: -2.78 -3.70 -1.25  0.199
H: 0.51 -5.32 -1.29  0.193
H: 1.51 -3.91 -0.88  0.191
H: 0.81 -4.05 -2.51  0.202
H: -0.90 -4.64 0.84  0.192
H: -1.58 -3.00 0.90  0.198
H: 0.17 -3.24 1.04  0.220
H: -1.45 -1.51 -1.04  0.113
C: -3.09 2.11 2.25  -0.614
C: -1.94 1.37 1.58  -0.709
P: -0.23 2.00 1.93  0.766
C: -0.26 2.04 3.77  -0.712
C: 1.16 2.03 4.37  -0.608
C: -0.45 3.78 1.49  -0.732
C: 0.90 4.48 1.20  -0.672
H: -4.05 1.66 1.96  0.205
H: -3.13 3.16 1.94  0.203
H: -3.02 2.08 3.33  0.200
H: -2.05 1.38 0.50  0.230
H: -1.93 0.32 1.88  0.224
H: -0.79 1.14 4.09  0.221
H: -0.82 2.91 4.12  0.205
H: 1.70 1.15 4.04  0.226
H: 1.13 2.02 5.46  0.199
H: 1.73 2.91 4.06  0.200
H: -0.98 4.31 2.28  0.202
H: -1.07 3.80 0.59  0.220
H: 1.54 4.48 2.09  0.192
H: 0.75 5.51 0.89  0.201
H: 1.44 3.95 0.41  0.206



No. 6
Below is the molecule C4H7OPS2, with properties calculated with the ωB97M-V functional and the def2-TZVPD basis.

Results
* Kohn-Sham gap: 6.362 eV
* net charge: 0
* E: -37265.9214 eV
* LUMO level: -1.04 eV

Each line ends with the natural charge from an NBO analysis.
Geometry (Å):
C: 0.62 0.78 -0.55  0.397
C: -0.69 -1.52 0.05  -0.590
C: -2.16 -1.33 0.32  -0.463
C: 0.95 2.13 -0.10  -0.724
O: 0.37 0.41 -1.66  -0.558
P: -3.81 1.56 0.32  0.056
S: 0.28 -0.22 0.83  0.216
S: -2.69 0.44 -0.74  -0.028
H: -0.36 -2.51 0.52  0.237
H: -0.44 -1.52 -0.95  0.256
H: -2.87 -2.05 -0.19  0.230
H: -2.41 -0.96 1.36  0.231
H: 0.09 2.75 -0.39  0.259
H: 0.99 2.09 1.06  0.231
H: 1.93 2.60 -0.55  0.251



Calculated ΔE to the lowest compared entry with this formula, charge and spin, 0.0 512.0 316.3 544.1 137.1 252.5 kJ/mol (same order as the records).